[1]
24
Properties=species:S:1:pos:R:3 method="wB97M-V/def2-TZVPD" lumo_energy_ha="-0.1337 / -0.1337" e_above_lowest_kcal_mol=63.2 e_homo_ev="-10.74 / -10.74" molar_mass_g_mol=225.26 total_charge=+1
C -2.42 1.72 -0.57
C -1.04 1.61 -0.29
C -3.30 0.79 -0.16
C 2.74 -0.51 0.76
C -0.88 0.43 0.46
C 0.22 -1.62 -1.49
C 0.31 -0.25 0.87
N 3.65 0.05 0.06
N 3.20 1.13 -0.40
N 1.88 1.19 -0.20
N 1.54 0.11 0.55
N -0.24 -0.82 -2.23
N 0.07 -1.42 1.67
O 0.62 -2.27 -0.58
S -2.42 -0.35 0.76
H -2.83 2.56 -1.12
H -0.46 2.36 -0.61
H -4.37 0.73 -0.27
H 2.92 -1.38 1.23
H 1.35 1.96 -0.55
H -0.25 -0.87 -3.24
H -0.96 -1.53 1.45
H 0.25 -1.33 2.70
H 0.44 -2.29 1.20

[2]
53
Properties=species:S:1:pos:R:3 method="wB97M-V/def2-TZVPD" lumo_energy_ha=0.0168 smiles="COC(=O)c1c(NC(=O)CSc2nnc(Cn3nnc4ccccc43)n2C)sc(C)c1C" e_above_lowest_kcal_mol=6.4 e_homo_ev=-7.68 molar_mass_g_mol=471.57
C -3.66 0.10 -1.78
O -2.51 0.89 -1.50
C -1.31 0.28 -1.60
O -1.19 -0.86 -1.98
C -0.21 1.16 -1.20
C -0.32 2.12 -0.22
N -1.45 2.46 0.49
C -1.41 3.31 1.55
O -0.40 3.91 1.87
C -2.69 3.37 2.35
S -2.54 2.14 3.70
C -2.36 0.73 2.69
N -3.09 0.45 1.64
N -2.58 -0.65 1.08
C -1.55 -1.04 1.79
C -0.72 -2.22 1.46
N 0.55 -1.84 0.88
N 1.33 -0.91 1.44
N 2.43 -0.80 0.81
C 2.43 -1.69 -0.22
C 3.40 -2.01 -1.17
C 3.08 -2.99 -2.08
C 1.84 -3.65 -2.06
C 0.87 -3.36 -1.12
C 1.19 -2.38 -0.19
N -1.36 -0.19 2.84
C -0.36 -0.23 3.86
S 1.20 2.84 0.16
C 1.99 1.89 -1.06
C 3.45 2.05 -1.28
C 1.13 1.05 -1.69
C 1.50 0.18 -2.85
H -4.47 0.79 -2.00
H -3.89 -0.52 -0.91
H -3.46 -0.54 -2.64
H -2.30 1.98 0.22
H -3.58 3.12 1.76
H -2.79 4.33 2.85
H -0.54 -2.82 2.36
H -1.26 -2.82 0.72
H 4.35 -1.51 -1.18
H 3.80 -3.27 -2.83
H 1.64 -4.40 -2.81
H -0.08 -3.86 -1.12
H -0.38 0.71 4.40
H -0.56 -1.05 4.56
H 0.62 -0.37 3.39
H 3.80 2.95 -0.79
H 3.98 1.19 -0.85
H 3.68 2.10 -2.34
H 2.56 -0.07 -2.82
H 0.92 -0.74 -2.84
H 1.30 0.70 -3.78

[3]
83
Properties=species:S:1:pos:R:3 method="wB97M-V/def2-TZVPD" lumo_energy_ha=-0.3195 e_above_lowest_kcal_mol=0.0 e_homo_ev=-15.27 molar_mass_g_mol=803.65 total_charge=+3
Al 0.23 -0.32 0.16
N -1.30 5.49 -5.76
C -1.39 4.56 -4.81
C -1.77 3.23 -5.13
C -1.86 2.28 -4.17
C -1.60 2.63 -2.83
C -1.23 3.95 -2.48
C -1.13 4.89 -3.45
S -1.68 1.48 -1.61
O -2.45 0.31 -2.04
O -2.11 2.06 -0.35
N -0.18 0.89 -1.21
C 0.62 0.18 -2.10
N 0.79 0.40 -3.38
C 1.64 -0.41 -4.00
C 2.35 -1.43 -3.36
C 2.10 -1.62 -2.03
N 1.22 -0.83 -1.40
H -1.51 5.28 -6.72
H -1.06 6.44 -5.54
H -1.99 2.98 -6.16
H -2.15 1.27 -4.42
H -1.06 4.21 -1.44
H -0.88 5.91 -3.20
H 1.78 -0.23 -5.07
H 3.05 -2.06 -3.90
H 2.58 -2.40 -1.45
F 1.06 1.14 8.49
C 0.91 -0.02 7.84
F -0.28 -0.53 8.16
F 1.86 -0.86 8.26
C 1.03 0.18 6.34
C 1.96 1.09 5.85
C 2.11 1.26 4.49
C 1.31 0.51 3.62
C 0.39 -0.40 4.11
C 0.24 -0.57 5.48
P 1.64 0.59 1.85
C 3.08 -0.47 1.55
C 2.84 -1.85 1.48
C 3.90 -2.74 1.36
C 5.19 -2.24 1.29
C 5.44 -0.88 1.37
C 4.38 0.01 1.52
C 6.33 -3.22 1.05
F 6.31 -3.60 -0.24
F 6.17 -4.31 1.80
F 7.51 -2.68 1.31
C 1.95 2.26 1.30
C 1.39 3.35 1.97
C 1.49 4.62 1.42
C 2.14 4.79 0.21
C 2.71 3.71 -0.46
C 2.62 2.45 0.08
C 2.17 6.15 -0.46
F 1.31 6.14 -1.50
F 3.38 6.41 -0.94
F 1.81 7.12 0.36
H 2.57 1.66 6.54
H 2.85 1.96 4.11
H -0.21 -1.00 3.44
H -0.47 -1.27 5.88
H 1.84 -2.25 1.59
H 3.72 -3.81 1.33
H 6.46 -0.52 1.34
H 4.58 1.07 1.59
H 0.87 3.21 2.91
H 1.07 5.47 1.93
H 3.24 3.88 -1.39
H 3.07 1.61 -0.44
N -4.31 0.76 0.32
C -3.85 -0.24 1.36
C -2.34 -0.29 1.51
N -1.59 -1.05 0.44
H -4.43 0.35 -0.61
H -3.63 1.52 0.20
H -5.20 1.18 0.60
H -4.27 -1.22 1.12
H -4.27 0.08 2.31
H -2.12 -0.78 2.46
H -1.95 0.72 1.57
H -1.98 -0.79 -0.48
H -1.73 -2.05 0.56

[4]
95
Properties=species:S:1:pos:R:3 method="wB97M-V/def2-TZVPD" lumo_energy_ha=-0.2286 e_above_lowest_kcal_mol=52.6 e_homo_ev=-12.66 molar_mass_g_mol=1036.13 total_charge=+2
Y 1.39 -0.78 -0.36
C 2.65 -2.93 3.74
C 2.32 -1.98 4.70
C 1.70 -0.81 4.31
C 1.40 -0.60 2.97
N 1.72 -1.52 2.04
C 2.33 -2.65 2.43
C 0.79 0.68 2.46
C 0.42 1.69 3.34
C -0.03 2.91 2.86
C -0.09 3.14 1.49
C 0.26 2.12 0.62
C 0.69 0.86 1.06
H 3.14 -3.85 4.00
H 2.56 -2.14 5.75
H 1.45 -0.06 5.05
H 2.60 -3.35 1.65
H 0.49 1.56 4.41
H -0.30 3.69 3.56
H -0.40 4.11 1.11
H 0.24 2.32 -0.45
Br -0.87 -0.04 -2.36
C 0.46 -0.09 -3.80
C -0.04 -0.35 -5.03
C 0.88 -0.31 -6.11
C 2.17 0.09 -5.90
C 2.64 0.41 -4.60
C 3.93 0.96 -4.39
C 4.33 1.32 -3.14
C 3.51 1.05 -2.02
C 2.25 0.48 -2.13
C 1.80 0.25 -3.46
H -1.08 -0.55 -5.20
H 0.53 -0.54 -7.11
H 2.84 0.20 -6.73
H 4.57 1.11 -5.25
H 5.30 1.80 -3.00
H 3.90 1.31 -1.04
C -1.52 -2.46 2.40
Se -1.10 -2.48 0.51
C -0.38 -4.29 0.47
C 0.17 -4.74 -0.88
Se 0.52 -3.35 -2.22
C -1.23 -3.38 -3.06
H -0.64 -2.79 2.97
H -2.36 -3.12 2.59
H -1.76 -1.44 2.67
H -1.19 -4.94 0.79
H 0.39 -4.33 1.24
H -0.50 -5.43 -1.37
H 1.13 -5.25 -0.76
H -1.41 -4.40 -3.37
H -1.17 -2.74 -3.94
H -1.99 -3.02 -2.38
C -4.58 1.03 3.62
C -3.43 1.95 3.22
C -3.39 2.24 1.72
C -2.80 1.05 0.94
Ge -2.80 1.58 -0.88
C -4.16 0.90 -2.01
C -5.41 1.81 -1.88
C -5.14 3.27 -2.21
C -6.44 4.07 -2.34
H -4.54 0.79 4.68
H -4.56 0.09 3.07
H -5.54 1.51 3.43
H -2.47 1.50 3.51
H -3.50 2.89 3.76
H -2.80 3.14 1.53
H -4.41 2.45 1.37
H -3.41 0.15 1.03
H -1.78 0.82 1.27
H -2.08 2.86 -1.24
H -4.37 -0.13 -1.71
H -3.78 0.89 -3.04
H -5.81 1.73 -0.86
H -6.17 1.41 -2.54
H -4.56 3.34 -3.14
H -4.52 3.73 -1.43
H -7.05 3.67 -3.15
H -6.24 5.12 -2.55
H -7.02 4.01 -1.42
Se 4.60 -2.87 -1.04
N 3.78 -1.54 -0.15
C 4.68 -0.99 0.65
C 4.46 0.14 1.51
C 5.48 0.58 2.27
C 6.79 -0.05 2.25
C 7.05 -1.10 1.45
C 5.99 -1.61 0.61
N 6.14 -2.62 -0.21
H 3.50 0.65 1.53
H 5.34 1.44 2.91
H 7.57 0.35 2.88
H 8.02 -1.58 1.41

[5]
128
Properties=species:S:1:pos:R:3 method="wB97M-V/def2-TZVPD" lumo_energy_ha=-0.1716 e_homo_ev=-12.14 molar_mass_g_mol=1166.14 total_charge=+2
Bi 0.75 -0.18 -0.28
C -4.88 2.24 1.01
N -3.55 2.49 0.49
C -2.43 1.72 0.65
N -1.40 2.27 0.05
C -1.83 3.43 -0.53
C -3.19 3.57 -0.26
C -4.14 4.60 -0.71
C -4.80 5.43 0.19
C -5.63 6.44 -0.26
C -5.82 6.62 -1.62
C -5.19 5.78 -2.53
C -4.36 4.77 -2.08
C -0.93 4.31 -1.28
C 0.22 3.79 -1.88
C 1.07 4.60 -2.62
C 0.79 5.95 -2.77
C -0.34 6.48 -2.16
C -1.19 5.68 -1.43
P -2.51 0.20 1.64
C -2.18 -1.17 0.46
N -1.11 -1.53 -0.27
C -1.44 -2.69 -0.95
C -2.74 -3.02 -0.65
N -3.17 -2.07 0.25
C -4.47 -2.09 0.91
C -3.52 -4.20 -1.03
C -4.82 -4.10 -1.52
C -5.54 -5.24 -1.82
C -4.98 -6.49 -1.62
C -3.68 -6.60 -1.15
C -2.95 -5.47 -0.87
C -0.61 -3.42 -1.92
C -1.13 -3.72 -3.18
C -0.37 -4.40 -4.11
C 0.92 -4.81 -3.80
C 1.43 -4.56 -2.53
C 0.67 -3.88 -1.60
C -0.95 0.09 2.57
N 0.31 -0.06 2.13
C 1.12 -0.06 3.24
C 0.33 0.01 4.37
N -0.96 0.10 3.92
C -2.13 0.22 4.78
C 0.72 0.06 5.79
C 0.19 -0.83 6.72
C 0.58 -0.76 8.05
C 1.50 0.19 8.46
C 2.03 1.08 7.54
C 1.65 1.02 6.21
C 2.58 0.04 3.17
C 3.15 0.98 2.31
C 4.52 1.16 2.28
C 5.34 0.41 3.11
C 4.78 -0.53 3.97
C 3.41 -0.71 4.00
H -5.07 1.17 1.06
H -5.00 2.67 2.00
H -5.61 2.70 0.34
H -4.63 5.30 1.26
H -6.12 7.09 0.45
H -6.46 7.42 -1.98
H -5.35 5.91 -3.59
H -3.85 4.13 -2.79
H 0.44 2.74 -1.76
H 1.95 4.17 -3.08
H 1.45 6.58 -3.35
H -0.56 7.54 -2.26
H -2.05 6.12 -0.95
H -4.84 -3.11 0.92
H -4.37 -1.75 1.94
H -5.19 -1.46 0.39
H -5.26 -3.12 -1.70
H -6.55 -5.15 -2.20
H -5.56 -7.38 -1.84
H -3.24 -7.58 -1.00
H -1.93 -5.55 -0.49
H -2.15 -3.43 -3.42
H -0.79 -4.63 -5.08
H 1.52 -5.33 -4.54
H 2.41 -4.93 -2.26
H 1.03 -3.74 -0.59
H -1.83 0.65 5.73
H -2.87 0.85 4.31
H -2.57 -0.76 4.97
H -0.52 -1.59 6.41
H 0.16 -1.45 8.77
H 1.81 0.23 9.50
H 2.74 1.83 7.86
H 2.05 1.72 5.49
H 2.50 1.60 1.69
H 4.96 1.90 1.61
H 6.41 0.56 3.10
H 5.42 -1.12 4.61
H 2.97 -1.45 4.67
C 4.77 -2.48 0.29
C 3.29 -2.28 0.65
C 2.64 -3.62 0.97
C 2.59 -1.54 -0.50
H 5.28 -3.02 1.08
H 5.26 -1.51 0.17
H 4.87 -3.03 -0.65
H 3.27 -1.67 1.54
H 2.71 -4.31 0.14
H 1.58 -3.49 1.25
H 3.15 -4.07 1.82
H 2.37 -2.22 -1.31
H 3.27 -0.76 -0.88
N 4.12 -2.77 -10.53
C 3.58 -2.48 -9.56
C 2.90 -2.11 -8.35
C 3.30 -2.65 -7.13
C 2.64 -2.30 -5.97
C 1.59 -1.39 -6.01
C 1.19 -0.85 -7.23
C 1.83 -1.22 -8.39
N 0.94 -0.99 -4.81
C -0.36 -0.54 -4.70
C -0.55 -0.28 -3.38
N 0.60 -0.57 -2.69
C 1.48 -0.99 -3.58
H 4.13 -3.35 -7.10
H 2.94 -2.74 -5.02
H 0.39 -0.12 -7.27
H 1.52 -0.80 -9.34
H -1.03 -0.46 -5.53
H -1.43 0.10 -2.88
H 2.49 -1.26 -3.36

[6]
19
Properties=species:S:1:pos:R:3 method="wB97M-V/def2-TZVPD" lumo_energy_ha="0.0240 / 0.0232" e_above_lowest_kcal_mol=56.7 e_homo_ev="-3.71 / -8.83" molar_mass_g_mol=106.15 multiplicity=2
C 1.17 2.03 1.66
O 0.45 0.92 2.17
H -0.07 1.31 2.93
H 1.60 2.56 2.51
H 0.67 2.85 1.14
H 1.75 1.58 0.82
C -1.08 0.21 -2.25
C -0.25 -1.36 -0.38
N -1.12 -0.98 0.60
N -0.40 -0.98 -1.72
N 0.78 -2.22 0.01
H -1.93 -0.28 0.33
H -0.50 -0.58 1.44
H 0.52 -0.86 -2.01
H 1.18 -2.97 -0.69
H 0.68 -2.78 0.76
H -1.66 -0.25 -3.09
H -0.27 0.90 -2.58
H -1.52 0.91 -1.66

[7]
16
Properties=species:S:1:pos:R:3 method="wB97M-V/def2-TZVPD" lumo_energy_ha=-0.1822 e_above_lowest_kcal_mol=150.3 e_homo_ev=-13.31 molar_mass_g_mol=105.12 total_charge=+1
C -0.08 0.44 0.01
C 2.17 0.63 1.01
N -1.56 -1.34 -0.28
N -0.03 1.37 -0.92
N 0.85 0.07 0.82
N -2.31 -1.13 -1.30
O 0.62 -0.98 1.69
H 2.26 1.04 2.02
H 2.90 -0.18 0.90
H 2.37 1.40 0.27
H -0.83 1.49 -1.53
H 0.75 2.00 -1.05
H -1.95 -1.41 -2.21
H -3.22 -0.66 -1.27
H 0.09 -1.66 1.24
H -2.03 -1.10 0.59

What did the sixth record say?
19
Properties=species:S:1:pos:R:3 method="wB97M-V/def2-TZVPD" lumo_energy_ha="0.0240 / 0.0232" e_above_lowest_kcal_mol=56.7 e_homo_ev="-3.71 / -8.83" molar_mass_g_mol=106.15 multiplicity=2
C 1.17 2.03 1.66
O 0.45 0.92 2.17
H -0.07 1.31 2.93
H 1.60 2.56 2.51
H 0.67 2.85 1.14
H 1.75 1.58 0.82
C -1.08 0.21 -2.25
C -0.25 -1.36 -0.38
N -1.12 -0.98 0.60
N -0.40 -0.98 -1.72
N 0.78 -2.22 0.01
H -1.93 -0.28 0.33
H -0.50 -0.58 1.44
H 0.52 -0.86 -2.01
H 1.18 -2.97 -0.69
H 0.68 -2.78 0.76
H -1.66 -0.25 -3.09
H -0.27 0.90 -2.58
H -1.52 0.91 -1.66